Density functional theory data (wB97M-V/def2-TZVPD) for a 10-piece molecular cluster, C30H53N10O11 overall in a non-equilibrium geometry.

Atoms and positions in Å:
C 35.056 38.271 59.547
C 36.224 38.659 60.383
C 35.899 39.965 61.289
C 36.946 40.025 62.395
C 37.070 38.807 63.357
C 37.252 37.520 62.554
N 36.507 37.493 61.256
O 36.545 36.381 60.677
C 36.867 36.424 63.428
C 38.739 37.213 62.399
C 37.410 38.813 59.303
H 34.834 39.149 58.948
H 34.182 38.097 60.356
H 35.313 37.285 59.184
H 34.941 39.737 61.974
H 35.762 40.772 60.575
H 36.859 40.866 62.982
H 37.999 40.364 61.819
H 36.006 38.611 63.900
H 37.856 39.063 64.272
H 37.008 35.472 63.119
H 35.732 36.467 63.734
H 37.387 36.417 64.350
H 39.131 38.081 61.824
H 39.281 36.228 62.030
H 39.099 37.309 63.371
H 37.379 38.009 58.468
H 38.186 38.868 59.843
H 37.357 39.918 58.820
N 31.498 38.933 66.933
C 31.421 37.610 66.594
C 32.121 37.585 65.177
C 32.516 38.989 64.860
C 32.108 39.773 66.080
H 30.802 39.130 67.875
H 30.953 36.862 67.262
H 32.536 36.805 64.541
H 32.851 39.343 64.058
H 32.327 40.679 66.190
N 31.200 38.944 57.375
C 31.895 37.696 57.436
C 30.741 36.655 57.508
C 29.425 37.473 57.661
C 29.864 38.972 57.665
H 31.612 39.866 57.420
H 32.919 37.771 57.412
H 30.914 35.560 57.272
H 28.445 37.156 57.713
H 29.041 39.827 57.726
N 39.847 44.074 60.555
C 38.440 43.678 60.883
C 38.166 42.530 59.848
C 39.345 42.329 59.091
C 40.399 43.312 59.631
H 40.294 44.926 61.017
H 37.824 44.189 61.703
H 37.189 42.122 59.669
H 39.481 41.522 58.376
H 41.357 43.566 59.292
N 40.552 41.390 61.993
C 40.038 41.480 63.256
C 40.600 40.210 63.862
C 41.321 39.407 62.857
C 41.276 40.255 61.661
H 40.532 42.254 61.319
H 39.424 42.344 63.588
H 40.483 40.134 65.023
H 41.992 38.619 62.842
H 41.612 40.010 60.666
C 31.026 41.585 60.393
N 32.359 40.915 60.173
O 33.340 41.625 59.748
O 32.500 39.698 60.540
H 30.327 41.170 59.533
H 31.006 42.705 60.216
H 30.702 41.356 61.404
C 40.909 34.730 60.055
N 41.459 35.609 58.863
O 41.831 36.764 59.143
O 41.470 35.164 57.791
H 39.759 34.866 59.913
H 41.010 34.982 61.087
H 41.096 33.698 59.763
C 35.428 33.290 61.262
N 34.422 34.393 61.364
O 34.333 34.625 62.613
O 33.937 34.863 60.398
H 35.565 32.880 60.233
H 34.865 32.426 61.545
H 36.273 33.429 61.876
C 36.210 39.353 54.046
N 35.977 39.220 55.541
O 35.124 38.394 55.873
O 36.522 39.983 56.372
H 35.540 39.862 53.519
H 36.121 38.264 53.661
H 37.156 39.671 53.889
C 36.449 34.808 57.247
N 37.348 35.465 56.285
O 36.868 35.649 55.099
O 38.278 36.079 56.757
H 35.773 35.658 57.417
H 37.011 34.556 58.050
H 35.935 33.766 56.811

Properties
Energy relative to the best compared isomer or geometry (same formula, charge and spin)   297.3 kJ/mol
LUMO   -5.9 eV
Total charge   +1
E_HOMO   -9.573 eV
Multiplicity   1

Results of the Mulliken charge analysis, in e, for atoms 1 through 4: -1.173, 0.843, 0.370, -0.287

Density functional theory data (wB97M-V/def2-TZVPD) for C30H54LaP2 as an isolated structure in a non-equilibrium geometry.

Atoms and positions in Å:
La -0.226 -0.089 -0.917
C -2.427 1.815 -0.230
C -2.837 0.874 -1.231
C -2.585 -0.246 0.776
C -2.354 1.131 1.009
C -2.884 -0.428 -0.613
C -2.229 3.274 -0.389
H -2.002 3.548 -1.427
H -1.403 3.630 0.248
H -3.124 3.839 -0.083
C -2.155 1.745 2.339
H -2.227 2.839 2.317
H -1.159 1.483 2.720
H -2.883 1.360 3.074
C -2.593 -1.278 1.831
H -3.454 -1.148 2.502
H -1.695 -1.196 2.457
H -2.617 -2.295 1.424
C -3.220 -1.728 -1.246
H -4.312 -1.846 -1.328
H -2.836 -2.580 -0.666
H -2.813 -1.817 -2.259
C -3.340 1.234 -2.577
H -4.309 1.754 -2.507
H -3.507 0.349 -3.202
H -2.656 1.907 -3.108
C 1.565 0.537 -2.554
C 0.484 1.377 -2.826
C -0.067 1.492 -4.247
C -0.940 0.350 -4.796
C -1.108 -0.855 -3.904
C -0.050 -1.655 -3.608
C 1.292 -1.407 -4.275
C 2.175 -0.310 -3.657
H 0.775 1.639 -4.947
H -0.511 0.047 -5.766
H -0.646 2.428 -4.306
H 2.500 0.361 -4.470
H 2.272 0.772 -1.734
H 0.316 2.291 -2.220
H 3.100 -0.771 -3.280
H 1.851 -2.354 -4.305
H -0.189 -2.660 -3.182
H 1.149 -1.149 -5.337
H -1.935 0.740 -5.048
H -2.142 -1.219 -3.821
P 1.804 2.071 0.688
C 1.498 3.026 2.199
H 2.423 3.542 2.490
H 1.178 2.346 2.991
H 0.697 3.754 2.022
C 3.452 1.357 1.008
H 4.066 2.101 1.531
H 3.920 1.077 0.056
H 3.337 0.456 1.619
C 2.261 3.449 -0.429
H 2.603 3.060 -1.396
H 3.058 4.033 0.050
H 1.380 4.082 -0.599
P 1.108 -2.708 -0.052
C -0.002 -4.000 -0.732
H 0.599 -4.891 -0.965
H -0.507 -3.651 -1.646
H -0.782 -4.239 0.005
C 2.617 -2.938 -1.042
H 2.427 -2.731 -2.104
H 2.967 -3.970 -0.921
H 3.390 -2.238 -0.697
C 1.534 -3.339 1.599
H 1.845 -4.394 1.551
H 0.661 -3.242 2.260
H 2.336 -2.730 2.035
C 1.057 0.960 4.971
C 0.522 -0.284 4.254
C 1.419 -1.445 4.665
C -0.868 -0.614 4.813
C 0.531 -0.139 2.789
C 0.541 0.014 1.555
H 1.078 0.746 6.046
H 0.412 1.828 4.813
H 2.078 1.186 4.648
H 1.385 -1.534 5.760
H 1.075 -2.391 4.238
H 2.459 -1.285 4.366
H -1.600 0.170 4.598
H -1.229 -1.575 4.431
H -0.777 -0.703 5.904

Properties
LUMO   -4.2 eV
Total charge   +1
E_HOMO   -9.773 eV
Multiplicity   1

Results of the Mulliken charge analysis, in e, for atoms 1 through 4: 0.210, 0.066, 1.001, 0.248

Density functional theory data (wB97M-V/def2-TZVPD) for a 9-piece molecular cluster, C30H54O6S6 overall in a non-equilibrium geometry.

Atoms and positions in Å:
C -1.062 -3.922 -4.250
S -0.189 -4.453 -2.841
O 0.552 -5.793 -3.160
C 1.061 -3.307 -3.056
H -0.326 -3.595 -4.921
H -1.686 -3.303 -4.026
H -1.651 -4.673 -4.643
H 1.732 -3.290 -3.925
H 1.803 -3.445 -2.105
H 0.621 -2.163 -3.144
C -0.858 3.563 -3.191
S -1.465 5.050 -2.477
O -2.558 5.683 -3.274
C -2.304 4.309 -0.975
H -0.230 2.945 -2.586
H -0.252 3.694 -4.145
H -1.847 3.066 -3.604
H -2.528 5.217 -0.266
H -1.477 3.820 -0.452
H -3.092 3.827 -1.475
C 0.319 -0.382 0.287
S -0.392 1.247 0.048
O -1.862 0.958 -0.255
C -0.640 1.775 1.710
H 1.411 -0.309 0.367
H -0.043 -1.128 -0.598
H 0.108 -0.731 1.252
H -0.854 2.722 1.831
H 0.318 1.676 2.261
H -1.524 1.230 2.307
C -3.989 2.807 2.066
S -4.807 1.901 0.762
O -5.520 0.744 1.389
C -6.022 3.140 0.586
H -3.647 3.749 1.616
H -2.985 2.459 2.681
H -4.670 2.861 2.661
H -6.727 3.408 1.302
H -6.659 2.676 -0.077
H -5.642 4.180 0.010
C -1.036 -2.308 3.500
S 0.582 -2.377 4.120
O 1.540 -1.482 3.287
C 0.289 -1.211 5.401
H -1.327 -1.479 2.913
H -1.773 -2.442 4.521
H -1.130 -3.235 2.887
H 1.449 -1.209 5.803
H -0.255 -1.631 6.135
H -0.290 -0.356 5.066
C -4.173 -2.200 0.478
S -2.651 -2.112 -0.436
O -2.131 -3.551 -0.566
C -3.635 -1.730 -1.975
H -4.624 -3.081 0.142
H -4.555 -1.255 0.282
H -3.831 -2.219 1.629
H -4.605 -2.288 -1.786
H -3.345 -2.399 -2.807
H -3.904 -0.765 -2.166
C 4.114 -2.239 0.198
C 4.962 -1.543 1.130
C 6.355 -1.873 1.179
C 6.895 -2.862 0.385
C 6.186 -3.644 -0.465
C 4.613 -3.329 -0.519
H 2.996 -2.108 0.185
H 4.562 -0.856 1.917
H 6.829 -1.343 1.981
H 7.995 -3.149 0.487
H 6.749 -4.505 -1.016
H 4.150 -4.021 -1.243
C 3.559 4.321 4.102
C 3.956 4.005 5.568
C 3.916 2.707 5.934
C 3.554 1.669 5.034
C 3.103 1.928 3.751
C 3.103 3.349 3.199
H 3.646 5.352 3.876
H 4.261 4.685 6.489
H 4.207 2.269 6.963
H 3.439 0.594 5.414
H 2.924 1.019 3.006
H 2.735 3.514 2.131
C 1.384 -0.234 -5.421
C 0.136 -0.759 -6.270
C -1.227 -0.698 -5.809
C -1.340 -0.158 -4.531
C -0.239 0.253 -3.743
C 1.224 0.288 -4.151
H 2.285 -0.043 -5.945
H 0.552 -1.259 -7.131
H -1.943 -0.817 -6.524
H -2.385 -0.359 -3.969
H -0.286 0.537 -2.835
H 2.018 0.428 -3.472

Properties
Energy relative to the best compared isomer or geometry (same formula, charge and spin)   228.5 kJ/mol
LUMO   0.1 eV
Total charge   0
E_HOMO   -8.271 eV
Multiplicity   1

Results of the Mulliken charge analysis, in e, for atoms 1 through 4: -0.434, 0.591, -0.737, -0.183